# 1
Formula: C27H30BF5N4O2PSSeTl
Source: the OMol25 dataset
Level of theory: ωB97M-V/def2-TZVPD

Geometry as XYZ:
```
73
C27H30BF5N4O2PSSeTl, DFT ωB97M-V/def2-TZVPD
Tl 0.4934 0.2358 -0.7189
N -2.9544 3.4406 -0.3062
C -1.9096 2.5822 -0.2179
S -1.4412 1.7875 -1.6729
N -1.4097 2.4778 1.0001
N -0.3795 1.6065 1.1272
C 0.2212 1.6236 2.2520
C 1.3822 0.7634 2.5381
C 2.1007 0.9413 3.7152
C 3.2398 0.1848 3.9241
C 3.6260 -0.7309 2.9570
C 2.8375 -0.8584 1.8268
N 1.7378 -0.1391 1.6276
H -3.2827 3.7165 -1.2134
H -3.1595 4.0114 0.4960
H -0.0986 2.3350 3.0100
H 1.7726 1.6766 4.4386
H 3.8263 0.3156 4.8241
H 4.5223 -1.3251 3.0651
H 3.0991 -1.5585 1.0407
F 4.8406 -0.9106 -5.8012
C 4.3769 -0.3392 -4.6829
C 3.2172 0.4080 -4.7145
F 2.5708 0.5805 -5.8739
C 2.7399 0.9797 -3.5520
F 1.6184 1.6977 -3.6415
C 3.3936 0.8502 -2.3334
Se 2.7608 1.7559 -0.7780
C 4.5588 0.0961 -2.3375
F 5.2512 -0.1009 -1.2071
C 5.0510 -0.4974 -3.4870
F 6.1762 -1.2238 -3.4516
C -1.4243 -1.5011 2.8691
P -0.9009 -1.8417 1.1437
C -0.0179 -3.4292 1.3667
C -2.4841 -2.3623 0.3836
C -3.1917 -1.3918 -0.3280
C -4.3799 -1.7080 -0.9745
C -4.8709 -3.0053 -0.9270
C -4.1784 -3.9790 -0.2188
C -2.9943 -3.6591 0.4317
H -1.9775 -2.3462 3.2830
H -2.0548 -0.6116 2.8899
H -0.5401 -1.3138 3.4825
H -0.5863 -4.1338 1.9762
H 0.9322 -3.2299 1.8660
H 0.1870 -3.8586 0.3879
H -2.8054 -0.3793 -0.3909
H -4.9108 -0.9417 -1.5250
H -5.7887 -3.2598 -1.4419
H -4.5559 -4.9933 -0.1821
H -2.4672 -4.4354 0.9726
C -0.8314 -2.4473 -5.1728
C 0.2628 -2.5552 -4.1303
C 1.5893 -2.8750 -4.7977
O 0.4051 -1.2380 -3.4979
B 0.4855 -1.4339 -2.1576
O 0.3457 -2.7268 -1.7563
C -0.0748 -3.5028 -2.9234
C -1.5626 -3.7605 -2.7494
C 0.6859 -4.8116 -2.9181
H -0.5009 -1.7773 -5.9667
H -1.7490 -2.0448 -4.7486
H -1.0404 -3.4252 -5.6114
H 1.8222 -2.0835 -5.5059
H 1.5385 -3.8195 -5.3409
H 2.4003 -2.9289 -4.0690
H -2.1212 -2.8266 -2.6666
H -1.7180 -4.3153 -1.8241
H -1.9635 -4.3436 -3.5789
H 1.7623 -4.6550 -2.8989
H 0.4327 -5.4017 -3.8014
H 0.4070 -5.3852 -2.0332
```

For the LUMO energy, the calculation gives -0.30 eV. The calculation puts the gap between HOMO and LUMO at 7.22 eV. As for the total energy: -142971.0592 eV. The calculation puts the HOMO energy at -7.5 eV. The energy relative to the best compared isomer or geometry (same formula, charge and spin) comes out at 11.6 kcal per mole.

=====

# 2
Formula: C27H30BN9RuSSe
Source: the OMol25 dataset
Level of theory: ωB97M-V/def2-TZVPD

Geometry as XYZ:
```
70
C27H30BN9RuSSe, DFT ωB97M-V/def2-TZVPD
Ru -0.7832 0.3959 -0.6031
C -3.1564 -1.8924 -3.5338
C -2.2915 -1.8805 -2.4475
N -1.9975 -0.6203 -2.1079
N -2.6477 0.1878 -2.9724
C -3.3547 -0.5557 -3.8323
B -2.4496 1.7255 -2.9928
N -0.9156 1.9503 -3.0605
C -0.2031 2.5590 -4.0114
C 1.1494 2.3374 -3.7734
C 1.1836 1.5619 -2.6270
N -0.0728 1.3307 -2.2121
N -3.0212 2.3071 -1.6913
C -3.9774 3.2405 -1.5543
C -4.2875 3.3480 -0.2132
C -3.4589 2.4163 0.4119
N -2.6965 1.7963 -0.4887
H -3.5754 -2.7463 -4.0354
H -1.8575 -2.7272 -1.9400
H -3.9476 -0.1048 -4.6106
H -2.9734 2.2126 -3.9390
H -0.6825 3.1158 -4.7994
H 1.9814 2.6887 -4.3572
H 2.0289 1.1620 -2.0900
H -4.3820 3.7619 -2.4059
H -5.0144 3.9931 0.2488
H -3.4159 2.1645 1.4588
C 0.0713 4.5620 2.0549
N -0.6024 3.3533 2.5085
C -1.4955 3.2705 3.5552
C -1.8860 1.9888 3.6554
N -1.2162 1.2772 2.6632
C -0.4342 2.1402 1.9632
S 0.6537 1.8009 0.6948
C -1.4295 -0.1036 2.4346
C -1.6271 -0.9153 3.5397
C -1.9501 -2.2471 3.3522
C -2.0809 -2.7168 2.0564
C -1.8349 -1.8513 1.0124
N -1.4894 -0.5636 1.1769
H 0.0245 5.3083 2.8426
H -0.4089 4.9545 1.1595
H 1.1125 4.3439 1.8346
H -1.8057 4.1257 4.1303
H -2.5782 1.5226 4.3332
H -1.5228 -0.5068 4.5348
H -2.0984 -2.8994 4.2017
H -2.3635 -3.7398 1.8540
H -1.9266 -2.1875 -0.0070
C 6.4708 -2.9762 1.6820
C 5.1424 -2.7553 1.0400
C 4.0241 -2.3742 1.7913
C 2.7958 -2.1624 1.2093
C 1.6107 -1.8674 2.0794
C 2.6675 -2.3050 -0.2037
Se 1.0683 -1.9090 -1.0912
C 3.7755 -2.7656 -0.9738
C 3.7060 -3.0552 -2.4457
C 4.9811 -2.9597 -0.3298
H 6.4671 -2.7032 2.7345
H 7.2440 -2.4029 1.1680
H 6.7582 -4.0267 1.5964
H 4.1269 -2.2598 2.8638
H 1.9232 -1.6751 3.1053
H 0.9293 -2.7225 2.0811
H 1.0683 -1.0024 1.7106
H 2.7598 -2.7657 -2.8893
H 3.8452 -4.1253 -2.6108
H 4.5103 -2.5431 -2.9740
H 5.8329 -3.2882 -0.9147
```

For the LUMO energy (alpha / beta), the calculation gives -5.75 / -7.59 eV. Its spin multiplicity is 5. The calculation puts the gap between HOMO and LUMO (alpha / beta) at 7.22 / 6.08 eV. As for the expectation value of S²: 6.0358. As for the total energy: -121325.0319 eV. The calculation puts the HOMO energy (alpha / beta) at -13.0 / -13.7 eV. As for the charge: +2.

=====

# 3
Formula: C27H30CrN5Se
Source: the OMol25 dataset
Level of theory: ωB97M-V/def2-TZVPD

Geometry as XYZ:
```
64
C27H30CrN5Se, DFT ωB97M-V/def2-TZVPD
Cr 0.0262 0.7240 -0.1919
C -0.2788 -0.8238 -3.2004
C 1.0470 -0.2743 -3.6531
C 2.0982 -0.2955 -2.5116
N 1.7553 0.5794 -1.4315
C 2.8203 1.1035 -0.8249
C 4.1041 0.6605 -1.1890
C 5.3895 1.0791 -0.8676
C 5.7197 2.0906 0.0555
C 4.8636 2.9525 0.7429
C 3.4725 2.9651 0.7929
C 2.5244 2.1159 0.1842
N 1.1887 2.2228 0.3907
C 0.6621 3.2220 1.2784
C -0.0261 2.6600 2.5093
C -1.4805 2.2805 2.0608
N -1.4775 1.2026 1.0641
C -2.6707 0.7015 0.7638
C -3.8113 1.4485 1.0804
C -5.1680 1.0440 1.0161
C -5.8007 -0.0924 0.6306
C -5.1443 -1.2192 0.1128
C -3.7952 -1.4300 -0.1150
C -2.6098 -0.5608 -0.0256
N -1.4540 -0.7943 -0.5732
C -1.3944 -2.0159 -1.3815
C -0.1836 -2.0228 -2.2724
H -1.0174 -1.0655 -4.0116
H -0.8655 -0.0229 -2.7275
H 0.8959 0.7639 -4.0166
H 1.5151 -0.8452 -4.4774
H 3.0141 0.1813 -2.9116
H 2.3313 -1.3646 -2.1904
H 4.2050 -0.1966 -1.8154
H 6.2310 0.5077 -1.3396
H 6.7866 2.2850 0.1547
H 5.4404 3.6408 1.3414
H 3.0392 3.6339 1.4637
H -0.0724 3.8373 0.7734
H 1.4609 3.8999 1.5941
H 0.1027 3.4476 3.2784
H 0.5388 1.8046 2.8523
H -1.9347 3.2103 1.7820
H -2.0765 1.9866 2.9011
H -3.6155 2.4667 1.4111
H -5.8080 1.8429 1.2651
H -6.8613 -0.1414 0.7256
H -5.7686 -2.0732 -0.1127
H -3.6109 -2.3922 -0.5803
H -2.3131 -2.0537 -1.9943
H -1.4589 -2.8312 -0.6585
H -0.1552 -2.9532 -2.8890
H 0.7012 -1.9470 -1.6482
Se 1.4667 -0.7001 1.2690
C 0.2985 -2.1945 1.4111
C 0.6322 -3.2316 0.5694
C 0.0104 -4.4384 0.7640
N -0.7089 -4.6889 1.8424
C -1.0508 -3.6552 2.6038
C -0.6674 -2.3518 2.3838
H 1.4139 -3.1608 -0.2060
H 0.2092 -5.2904 0.2005
H -1.6385 -3.8365 3.4948
H -1.0461 -1.5967 3.0525
```

For the LUMO energy (alpha / beta), the calculation gives -0.82 / -0.07 eV. Its spin multiplicity is 4. The calculation puts the gap between HOMO and LUMO (alpha / beta) at 6.20 / 7.28 eV. As for the expectation value of S²: 3.9151. As for the total energy: -129701.9510 eV. The calculation puts the HOMO energy (alpha / beta) at -7.0 / -7.4 eV. The energy relative to the best compared isomer or geometry (same formula, charge and spin) comes out at 21.1 kcal per mole.

=====

# 4
Formula: C27H30FeN7S2SeSi
Source: the OMol25 dataset
Level of theory: ωB97M-V/def2-TZVPD

Geometry as XYZ:
```
69
C27H30FeN7S2SeSi, DFT ωB97M-V/def2-TZVPD
Fe -0.0510 -0.4273 -0.4891
C 2.9348 -2.4353 0.2286
C 2.6018 -1.2332 1.0621
C 3.3958 -0.8293 2.1130
C 3.0513 0.3404 2.8074
C 1.9622 1.0887 2.4475
C 1.1847 0.6463 1.3456
N 1.5143 -0.5251 0.7319
N 0.1373 1.1881 0.7392
Si -0.7687 2.6039 1.2020
C -2.2116 2.8892 0.0681
C -1.3918 2.4422 2.9686
C 0.3502 4.1106 1.1378
H 3.2515 -3.2706 0.8531
H 3.7591 -2.1981 -0.4475
H 2.0897 -2.7369 -0.3921
H 4.2701 -1.4043 2.3828
H 3.6655 0.6652 3.6391
H 1.7056 2.0029 2.9642
H -2.8264 1.9933 -0.0096
H -1.8946 3.1637 -0.9397
H -2.8214 3.7071 0.4616
H -1.9302 1.5010 3.1017
H -2.0836 3.2597 3.1881
H -0.5961 2.4762 3.7153
H 0.6379 4.3541 0.1128
H 1.2612 3.9780 1.7279
H -0.1828 4.9756 1.5418
S 2.4761 -0.6340 -4.1328
C 2.8449 0.8983 -3.4026
C 3.7464 1.8665 -3.8334
C 3.8767 3.0126 -3.0756
C 3.1214 3.1902 -1.9113
C 2.2245 2.2325 -1.4862
C 2.0831 1.0717 -2.2442
N 1.2330 0.0010 -1.9773
C 1.3459 -0.9429 -2.8696
C 0.5486 -2.1405 -2.7017
C 0.5060 -3.1855 -3.6206
C -0.3304 -4.2586 -3.3778
C -1.1288 -4.2564 -2.2401
C -1.0812 -3.2004 -1.3354
C -0.2194 -2.1229 -1.5305
H 4.3250 1.7244 -4.7362
H 4.5687 3.7826 -3.3894
H 3.2378 4.0979 -1.3335
H 1.6290 2.3620 -0.5956
H 1.1067 -3.1514 -4.5230
H -0.3835 -5.0794 -4.0804
H -1.8109 -5.0797 -2.0642
H -1.7583 -3.2176 -0.4902
Se -3.3328 0.7566 -3.7966
C -2.2417 0.3822 -2.4480
N -1.5371 0.1635 -1.5460
C -5.5467 -0.9167 1.9606
C -4.3699 -0.2802 2.7041
C -3.0657 -0.8531 2.2535
N -2.3977 -0.4031 1.2576
N -1.2691 -1.1233 0.9918
C -1.0805 -2.1208 1.8133
N -0.0160 -2.9633 1.7784
S -2.3267 -2.2471 2.9972
H -6.4869 -0.4740 2.2873
H -5.5944 -1.9910 2.1451
H -5.4433 -0.7584 0.8877
H -4.4776 -0.4142 3.7817
H -4.3340 0.7913 2.5045
H 0.4688 -2.9883 0.8900
H -0.1246 -3.8565 2.2275
```

For the LUMO energy (alpha / beta), the calculation gives -0.06 / -0.08 eV. Its spin multiplicity is 2. The calculation puts the gap between HOMO and LUMO (alpha / beta) at 6.96 / 6.93 eV. As for the expectation value of S²: 0.7751. As for the total energy: -168201.6392 eV. The calculation puts the HOMO energy (alpha / beta) at -7.0 / -7.0 eV. The energy relative to the best compared isomer or geometry (same formula, charge and spin) comes out at 1.4 kcal per mole.